(1)
The following is a DFT calculation (ωB97M-V with the def2-TZVPD basis set) of a structure of composition C28H31BaCl2N2O2P2S4Sb.

The charge is -2. Its HOMO-LUMO gap is 5.91 eV.

Last column: Löwdin charge in e.
Element x y z (Å)
1 Ba -2.1763 -2.3705 0.6363  1.271
2 C -1.7389 -5.0004 -1.9974  -0.122
3 O -0.8915 -4.0563 -1.4260  -0.172
4 C -0.6105 -3.0142 -2.2337  -0.339
5 C -1.0181 -2.8858 -3.5803  -0.042
6 C -0.4081 -1.9233 -4.4572  -0.067
7 C 0.6482 -1.1927 -3.9417  -0.128
8 C 1.0283 -1.3134 -2.6175  -0.048
9 C 0.3729 -2.1533 -1.7383  -0.213
10 N 0.5270 -2.2874 -0.3246  -0.037
11 N 1.6915 -2.1323 0.0632  0.050
12 C 2.0367 -1.9208 1.3908  -0.149
13 C 1.1417 -1.7145 2.4867  -0.343
14 O -0.1604 -1.7241 2.4994  -0.245
15 C 1.8298 -1.3864 3.7927  -0.002
16 C 3.1409 -1.1285 3.8438  -0.067
17 C 4.0341 -1.3147 2.7219  -0.215
18 C 5.4632 -1.1782 2.8834  -0.020
19 C 6.2380 -1.4966 1.7393  -0.129
20 C 5.6573 -1.7670 0.5223  -0.136
21 C 4.3188 -1.8542 0.4111  -0.046
22 C 3.4756 -1.6327 1.5237  -0.155
23 H -2.6746 -4.6129 -2.1431  0.032
24 H -1.3875 -5.4063 -2.8785  0.067
25 H -1.8167 -5.8597 -1.3060  0.111
26 H -1.6941 -3.6663 -3.8954  0.093
27 H -0.7233 -1.8403 -5.5246  0.108
28 H 1.2153 -0.4925 -4.5139  0.085
29 H 1.9294 -0.7722 -2.2605  0.104
30 H 1.1350 -1.3673 4.6918  0.129
31 H 3.6506 -0.9843 4.7813  0.093
32 H 5.8949 -0.8268 3.8717  0.115
33 H 7.3260 -1.4078 1.8261  0.085
34 H 6.2749 -1.8126 -0.3619  0.095
35 H 3.7916 -2.2183 -0.4781  0.105
36 Cl -2.6496 0.8254 5.5748  0.475
37 C -3.5712 1.1003 4.0993  -1.000
38 Cl -2.6925 2.2441 3.0260  0.515
39 H -4.4822 1.5845 4.3771  0.013
40 H -3.7100 0.1652 3.5922  -0.078
41 C 2.4041 1.9370 1.1103  -0.283
42 P 1.0270 1.6672 -0.0684  0.921
43 C 1.9069 2.1025 -1.5762  -0.303
44 C -0.0584 3.1440 0.1456  -0.395
45 C 0.6082 4.3045 0.4105  -0.140
46 C -0.0769 5.4957 0.4374  -0.111
47 C -1.4450 5.4468 0.3265  -0.109
48 C -2.1302 4.2636 0.1000  -0.122
49 C -1.4528 3.0748 -0.0046  -0.446
50 P -2.2334 1.4994 -0.5433  0.833
51 C -1.8342 1.7353 -2.3196  -0.304
52 C -4.0279 1.9995 -0.6158  -0.309
53 H 2.1262 2.1907 2.1519  0.064
54 H 3.1595 2.6277 0.7892  0.025
55 H 2.9296 1.0481 1.1363  -0.023
56 H 2.2368 3.1844 -1.6151  0.068
57 H 1.2467 1.8068 -2.3378  -0.015
58 H 2.7594 1.5074 -1.5751  0.004
59 H 1.6523 4.3786 0.3859  0.074
60 H 0.4240 6.4620 0.5629  0.099
61 H -1.9482 6.4374 0.4406  0.107
62 H -3.2038 4.3288 -0.0552  0.093
63 H -2.4648 2.4965 -2.8546  0.052
64 H -2.0299 0.7377 -2.7630  -0.015
65 H -0.8168 2.0756 -2.5644  0.015
66 H -4.0931 2.7619 -1.4390  0.039
67 H -4.5211 2.2768 0.3068  0.020
68 H -4.4449 1.0290 -0.9377  -0.031
69 S -7.4773 -2.1712 -1.3286  -0.363
70 Sb -5.3888 -2.2396 -0.3585  -0.248
71 S -3.6450 -1.4493 -2.0029  -0.264
72 S -5.0524 -1.0112 1.6659  -0.332
73 S -4.5517 -4.3530 0.3139  -0.396

(2)
The following is a DFT calculation (ωB97M-V with the def2-TZVPD basis set) of a cluster of 21 separate species, C28H31Cl60N6OS2 in total.

The charge is +1. Its HOMO-LUMO gap is 8.25 eV.

Last column: Löwdin charge in e.
Element x y z (Å)
1 C -0.1387 -1.0522 0.0061  -0.056
2 C -0.0215 -0.8825 -1.3173  -0.139
3 N 0.7704 -1.6362 -2.2189  0.051
4 C 1.5411 -1.1038 -3.2046  -0.488
5 N 1.6601 0.2102 -3.4408  -0.343
6 S 2.6928 0.7479 -4.6933  0.790
7 N 2.1601 -2.0518 -3.8868  0.183
8 C 1.7876 -3.1828 -3.3245  -0.077
9 N 0.9495 -2.9926 -2.3225  0.014
10 C 0.3345 -4.0625 -1.5111  -0.185
11 C 1.3325 -4.6922 -0.5323  -0.371
12 S 0.9783 -4.2326 1.1864  0.994
13 C 2.3841 -3.3528 1.6610  -0.714
14 N 2.4384 -2.4091 2.5217  0.059
15 N 3.7689 -2.0596 2.6129  0.065
16 C 4.4084 -2.7947 1.7915  -0.167
17 O 3.5843 -3.6534 1.1385  0.032
18 H -0.3551 -1.9757 0.5189  0.011
19 H -0.0526 -0.1646 0.6130  0.059
20 H -0.5675 -0.0804 -1.7961  0.100
21 H 1.1594 0.8716 -2.8741  0.084
22 H 3.7404 -0.0324 -4.4046  -0.119
23 H 2.0943 -4.1776 -3.6037  0.069
24 H -0.0489 -4.8052 -2.1976  0.052
25 H -0.5171 -3.6249 -0.9991  0.002
26 H 1.3426 -5.7722 -0.6206  0.089
27 H 2.3361 -4.3416 -0.7399  0.081
28 H 5.4620 -2.7926 1.6018  0.138
29 C 3.8024 -5.4631 -6.4342  -1.526
30 Cl 2.8618 -4.7219 -7.7202  0.550
31 Cl 5.0197 -4.3489 -5.8165  0.535
32 Cl 2.7383 -6.0068 -5.1241  0.519
33 H 4.3053 -6.3337 -6.8331  0.017
34 C -1.8199 0.7398 -5.9258  -1.520
35 Cl -2.0945 -0.3449 -7.2776  0.560
36 Cl -1.1200 -0.1466 -4.5530  0.576
37 Cl -0.7684 2.0747 -6.3796  0.549
38 H -2.7718 1.1440 -5.6091  0.018
39 C 5.1064 1.3172 -1.0481  -1.572
40 Cl 3.6282 0.4944 -0.5103  0.520
41 Cl 6.3038 0.1371 -1.5954  0.522
42 Cl 4.7914 2.4984 -2.3048  0.533
43 H 5.5130 1.8480 -0.1981  -0.082
44 C 0.9356 -7.3717 3.4710  -1.551
45 Cl 1.0816 -8.1351 5.0465  0.565
46 Cl 1.7479 -8.3292 2.2285  0.540
47 Cl -0.7634 -7.1356 3.0468  0.528
48 H 1.4089 -6.3997 3.5127  -0.010
49 C -4.0059 0.2418 1.9855  -1.499
50 Cl -2.5308 -0.4969 1.3233  0.597
51 Cl -3.8881 1.9884 1.8726  0.538
52 Cl -5.4260 -0.3692 1.1427  0.530
53 H -4.0842 -0.0290 3.0304  0.020
54 C 7.4002 1.2173 3.4245  -1.523
55 Cl 7.0169 1.0109 1.7073  0.533
56 Cl 8.5017 -0.0552 3.9442  0.532
57 Cl 8.0632 2.8183 3.7193  0.517
58 H 6.4767 1.1164 3.9798  0.021
59 C 7.3157 5.7817 -0.9872  -1.539
60 Cl 7.8256 5.2660 -2.5925  0.536
61 Cl 5.8494 6.7660 -1.0950  0.535
62 Cl 7.0565 4.3863 0.0617  0.525
63 H 8.1054 6.3825 -0.5550  -0.048
64 C -3.7351 -3.9142 -0.3973  -1.487
65 Cl -2.7491 -2.9438 -1.5031  0.585
66 Cl -5.0031 -4.7394 -1.2820  0.549
67 Cl -2.7227 -5.0731 0.4774  0.527
68 H -4.1874 -3.2482 0.3271  -0.006
69 C 4.5940 10.5450 -1.3077  -1.544
70 Cl 4.7951 10.9479 -3.0099  0.539
71 Cl 5.6914 11.4945 -0.3095  0.506
72 Cl 2.9204 10.8074 -0.8032  0.528
73 H 4.8306 9.4959 -1.1817  -0.032
74 C -8.5788 -0.5148 3.8104  -1.523
75 Cl -7.5789 0.9087 4.0982  0.506
76 Cl -9.5016 -0.3741 2.3056  0.507
77 Cl -7.5916 -1.9795 3.7929  0.512
78 H -9.2842 -0.5986 4.6256  0.014
79 C -0.8916 10.0105 -1.9945  -1.566
80 Cl -0.3142 9.4524 -3.5628  0.523
81 Cl -2.3261 11.0176 -2.1775  0.529
82 Cl -1.2301 8.6483 -0.9255  0.510
83 H -0.1128 10.6110 -1.5446  -0.018
84 C -5.6622 -8.9524 -0.6788  -1.564
85 Cl -4.4921 -7.7248 -0.1957  0.465
86 Cl -6.4388 -8.5020 -2.1992  0.520
87 Cl -4.8818 -10.5259 -0.8058  0.536
88 H -6.4233 -9.0083 0.0873  -0.061
89 C -1.0333 -10.9109 2.7953  -1.576
90 Cl -0.8933 -11.6474 4.3895  0.532
91 Cl -0.1122 -11.8209 1.5979  0.525
92 Cl -2.7233 -10.7666 2.3105  0.515
93 H -0.6168 -9.9147 2.8488  -0.077
94 C -7.4522 3.7860 0.9904  -1.531
95 Cl -8.5644 2.5250 1.5063  0.500
96 Cl -6.5997 4.4564 2.3933  0.536
97 Cl -6.3078 3.1550 -0.1921  0.509
98 H -7.9923 4.5964 0.5159  -0.070
99 C -1.3395 -7.6516 -5.0020  -1.529
100 Cl -2.4281 -8.4366 -3.8688  0.551
101 Cl -0.5477 -6.2575 -4.2320  0.510
102 Cl -0.1367 -8.7733 -5.6210  0.548
103 H -1.9199 -7.2768 -5.8341  0.018
104 C 9.7236 9.0624 0.6515  -1.535
105 Cl 10.2356 8.5464 -0.9566  0.540
106 Cl 8.2660 10.0430 0.5471  0.503
107 Cl 9.4591 7.6645 1.6973  0.537
108 H 10.5136 9.6616 1.0836  0.014
109 C -6.6949 7.6924 0.6892  -1.537
110 Cl -7.8229 6.8597 -0.3989  0.564
111 Cl -5.3598 8.4004 -0.2171  0.533
112 Cl -7.5322 8.9138 1.6343  0.521
113 H -6.2851 6.9582 1.3676  -0.042
114 C -9.0273 -7.8433 1.6539  -1.531
115 Cl -8.0638 -6.8305 0.5731  0.533
116 Cl -10.3049 -8.6630 0.7658  0.548
117 Cl -7.9930 -9.0080 2.4862  0.546
118 H -9.4845 -7.2046 2.3971  0.013
119 C -7.5370 12.8054 3.1540  -1.550
120 Cl -8.7817 11.6298 3.5884  0.512
121 Cl -6.7160 13.4048 4.5932  0.530
122 Cl -6.3869 12.1070 2.0161  0.506
123 H -8.0224 13.6421 2.6708  0.012
124 C 9.6093 3.1940 7.8076  -1.549
125 Cl 9.3846 2.0454 6.4863  0.487
126 Cl 10.4242 2.4387 9.1757  0.533
127 Cl 10.4980 4.6124 7.2516  0.526
128 H 8.6324 3.5195 8.1378  0.012

no.,maximum force (hartree/bohr),DFT total energy (eV),LUMO energy (eV)
1,0.0659,-130813.0861,4.0
2,0.0292,-813531.8548,-3.3